Record 1
17
Properties=species:S:1:pos:R:3:forces:R:3:lowdin_charge:R:1 method="wB97M-V/def2-TZVPD" e_tot_ev=-8426.5582 de_lowest_kcal_mol=108.0 gap_ev=9.2
C 1.779400 -0.633056 -0.137630 0.04 0.02 0.02 -0.08
C 0.734094 0.299074 0.441592 0.20 0.00 0.11 -0.33
C 0.002482 1.305413 -0.487183 0.00 0.03 -0.06 -0.07
C -1.326037 0.951468 0.213941 -0.16 0.05 0.03 -0.24
O -2.151517 0.044672 -0.550913 -0.18 -0.15 -0.34 -0.06
C -1.451106 -1.055178 -0.059123 2.33 -0.47 -1.94 -0.13
C -0.638224 -0.228415 0.941497 0.19 -0.32 0.02 -0.16
H 2.095885 -1.379545 0.599669 -0.01 0.10 -0.08 0.08
H 2.661707 -0.062583 -0.446779 -0.08 -0.08 0.04 0.08
H 1.395147 -1.165053 -1.015272 0.09 0.11 0.15 0.05
H 1.171133 0.850291 1.281419 -0.01 -0.02 -0.07 0.14
H 0.334208 2.345711 -0.416027 -0.11 -0.18 0.01 0.11
H -0.020074 1.009303 -1.541000 0.02 0.00 0.15 0.12
H -1.909155 1.748142 0.687576 0.10 -0.27 -0.09 0.15
H -0.484609 -1.608227 -1.082540 -0.14 2.10 0.76 0.16
H -1.438134 -2.039946 -0.525367 -2.23 -0.79 1.59 0.05
H -0.745649 -0.427568 2.012978 -0.05 -0.14 -0.29 0.14

=====

Record 2
17
Properties=species:S:1:pos:R:3:forces:R:3:lowdin_charge:R:1 method="wB97M-V/def2-TZVPD" e_tot_ev=-8426.7838 de_lowest_kcal_mol=102.8 gap_ev=8.4
C 1.605629 0.229870 -0.846804 -0.01 0.02 -0.05 -0.01
C 0.405906 -0.026391 0.042459 0.31 -0.28 -0.07 -0.53
C 0.375143 -1.462278 0.565135 -0.03 -0.03 0.03 -0.03
C -1.776512 -0.630283 -0.855545 0.10 0.30 0.24 0.18
C -0.971830 0.544904 -0.540708 -0.22 -0.02 -0.26 -0.33
C -0.980473 1.338992 0.772525 -0.34 0.13 0.07 -0.14
O 0.342674 0.914156 1.126029 0.10 0.01 0.10 -0.07
H 2.521322 -0.019716 -0.298570 -0.14 0.02 -0.06 0.09
H 1.559009 -0.387566 -1.749719 -0.02 0.05 0.13 0.10
H 1.654665 1.283739 -1.134812 -0.05 -0.15 0.03 0.09
H 1.368536 -1.744375 0.927848 -0.11 0.07 -0.03 0.09
H -0.325727 -1.552482 1.399679 0.07 0.01 -0.13 0.09
H -2.335173 -0.902679 0.068256 0.10 0.00 -0.13 0.02
H 0.081651 -2.159705 -0.227288 0.10 0.07 0.10 0.09
H -0.752099 1.157164 -1.421127 0.01 -0.10 0.11 0.13
H -1.728423 0.988066 1.497686 0.11 0.04 -0.10 0.12
H -1.044305 2.428582 0.674954 0.03 -0.16 0.02 0.12

=====

Record 3
17
Properties=species:S:1:pos:R:3:forces:R:3:lowdin_charge:R:1 method="wB97M-V/def2-TZVPD" e_tot_ev=-8427.8089 de_lowest_kcal_mol=79.1 gap_ev="8.3 / 8.3"
C -0.230380 1.717437 1.600917 0.33 -0.18 -0.04 -0.12
C -0.299423 0.379283 0.839251 0.17 -0.23 -0.08 -0.18
C -0.947367 0.584087 -0.485888 0.30 0.08 -0.04 -0.26
C -0.853464 -0.569861 -1.413789 0.20 0.02 -0.15 -0.10
C 0.184328 -1.393020 -1.238437 -0.19 0.17 0.11 -0.11
C 0.993583 -1.289847 -0.018174 -0.40 0.31 0.28 -0.18
O 2.318878 -1.657950 -0.187785 0.05 0.63 -0.01 -0.01
H 0.148292 2.546826 0.988634 0.09 -0.30 0.03 0.07
H -1.243473 2.043119 1.921457 0.30 -0.41 -0.21 0.08
H 0.368443 1.672364 2.512813 0.06 -0.07 -0.11 0.06
H -0.668613 -0.410033 1.486326 -0.25 -0.02 -0.13 0.09
H -0.168798 1.244227 -0.882092 -0.32 0.53 -0.65 0.13
H -1.890160 1.147720 -0.539796 0.09 -0.28 0.34 0.12
H -1.490376 -0.619684 -2.291557 0.13 0.02 0.03 0.10
H 0.532167 -2.017976 -2.064825 -0.15 -0.23 0.37 0.11
H 0.671332 -1.755318 0.894849 -0.23 -0.28 -0.05 0.09
H 2.575031 -1.621377 -1.121905 -0.17 0.27 0.30 0.09

=====

Record 4
17
Properties=species:S:1:pos:R:3:forces:R:3:lowdin_charge:R:1 method="wB97M-V/def2-TZVPD" e_tot_ev=-8428.5854 de_lowest_kcal_mol=61.2 gap_ev=10.5 smiles=C#CC(C)(C)OC
C 0.431596 2.249469 -0.884080 0.55 -0.19 -0.38 0.14
C 0.362193 1.161340 -0.385486 -1.71 1.16 0.51 -0.13
C 0.216168 -0.130022 0.222541 1.45 -0.76 -0.77 -0.58
C 1.544340 -0.736100 -0.415184 -0.12 -0.76 0.49 -0.01
C 0.224470 -0.193923 1.747399 0.26 0.07 -0.18 0.00
O -0.851009 -0.964578 -0.203713 0.06 -0.83 -0.45 -0.15
C -2.009160 -0.365461 -0.718745 -0.18 0.65 -0.04 -0.09
H 0.799905 2.997142 -1.529573 -0.13 0.63 -0.08 0.03
H 1.380992 -1.783904 -0.232453 0.52 -0.75 -0.03 0.07
H 2.451882 -0.389859 0.099202 -0.41 -0.06 0.03 0.09
H 1.722864 -0.598429 -1.508395 -0.74 0.18 0.87 0.10
H 1.142142 0.262580 2.111180 0.03 -0.07 0.25 0.09
H 0.165349 -1.255504 2.021295 0.18 0.31 0.02 0.09
H -0.626765 0.323114 2.203453 0.08 -0.03 -0.30 0.09
H -1.703980 0.311867 -1.506662 -0.33 0.22 -0.43 0.08
H -2.756677 -1.084455 -1.104612 0.84 -0.01 0.31 0.10
H -2.483254 0.222472 0.060570 -0.36 0.24 0.16 0.09

=====

Record 5
17
Properties=species:S:1:pos:R:3:forces:R:3:lowdin_charge:R:1 method="wB97M-V/def2-TZVPD" e_tot_ev=-8429.7326 de_lowest_kcal_mol=34.8 gap_ev=10.0 smiles="CC1=CCC[C@H]1O"
C -0.667277 -1.937783 0.701069 -0.74 -0.01 3.78 -0.06
C 0.048736 -0.695299 0.294995 -1.23 0.35 -0.10 -0.28
C 0.612526 0.223982 1.117211 -0.26 -0.69 -0.48 -0.06
C 0.683142 1.578971 0.450586 -0.39 -0.29 -0.30 -0.18
C -0.357178 1.323822 -0.666730 -2.16 0.72 -0.18 -0.15
C -0.254003 -0.141279 -1.078015 0.25 0.57 0.39 -0.38
O 0.752877 -0.500747 -2.011184 0.37 0.30 -0.03 -0.02
H 0.016615 -2.779270 0.823789 0.04 0.04 0.67 0.07
H -1.558338 -2.436579 0.263902 0.60 1.29 -0.88 0.08
H -1.114953 -1.482866 1.726572 1.03 -2.16 -1.68 0.13
H 0.869766 0.099825 2.174038 -0.13 -0.26 -0.43 0.11
H 1.701107 1.827330 0.095067 -0.45 -0.04 -0.12 0.11
H 0.372817 2.409837 1.101235 0.09 -0.37 -0.04 0.11
H -1.493636 1.321801 -0.239566 2.73 0.59 -0.66 0.17
H -0.305612 2.018133 -1.502883 -0.06 0.11 -0.10 0.10
H -1.194467 -0.486141 -1.537212 0.37 -0.03 0.39 0.15
H 1.597091 -0.311396 -1.578711 -0.05 -0.12 -0.21 0.09

=====

Record 6
17
Properties=species:S:1:pos:R:3:forces:R:3:lowdin_charge:R:1 method="wB97M-V/def2-TZVPD" e_tot_ev=-8428.0979 de_lowest_kcal_mol=72.5 gap_ev=10.1 smiles="C1=CCOCCC1"
C 0.235838 -1.763131 -0.004273 -0.52 0.31 0.31 -0.13
C -0.591243 -1.295766 -0.939207 -0.02 -0.11 0.04 -0.09
C -0.732545 0.137404 -1.403906 -0.17 -0.13 -0.10 -0.22
O 0.350126 0.989008 -1.103379 -0.06 0.13 -0.26 -0.15
C 0.244807 1.631647 0.144424 -0.07 0.33 -0.05 -0.27
C 0.022268 0.646345 1.248212 0.24 -0.41 -1.02 -0.11
C 1.063371 -0.832151 0.825360 -1.83 3.02 -0.17 -0.07
H 0.250106 -2.846039 0.155207 0.12 0.36 0.18 0.10
H -1.264368 -1.987989 -1.444470 0.21 0.01 -0.11 0.10
H -1.681083 0.562889 -1.028087 0.13 -0.04 -0.10 0.13
H -0.797908 0.126161 -2.497685 -0.08 -0.02 0.12 0.12
H -0.556530 2.386626 0.129937 0.02 0.04 -0.13 0.12
H 1.197965 2.152059 0.295761 -0.19 -0.07 -0.08 0.13
H -0.998517 0.244309 1.312986 0.29 0.04 -0.27 0.10
H 0.201356 1.148757 2.238298 0.41 -0.80 -0.74 0.11
H 1.949411 -0.467438 0.305645 -0.03 0.08 0.60 0.10
H 0.922021 -0.579849 1.847483 1.55 -2.73 1.77 0.04